Record 1
The following is a quantum chemistry calculation of C24H23B3F9N4O9PS as an isolated structure at a distorted geometry, from the Open Molecules 2025 dataset.

- LUMO (eV) = -0.79
- frontier orbital gap (eV) = 7.3809
- spin multiplicity = 1
- charge = 0
- ΔE to the lowest compared entry with this formula, charge and spin (kcal/mol) = 60.7

Geometry as XYZ:
```
74
C24H23B3F9N4O9PS, DFT ωB97M-V with the def2-TZVPD basis set
N 2.013 -4.110 -1.361
B 2.028 -2.730 -0.848
O 1.143 -1.665 -1.306
B 0.657 -1.088 -0.095
C 0.079 0.398 0.106
C -1.174 0.813 -0.764
C -2.394 -0.172 -0.829
F -3.419 0.549 -1.529
F -2.183 -1.317 -1.653
C -3.063 -0.600 0.542
F -2.193 -0.986 1.558
F -3.790 0.521 1.005
C -4.138 -1.804 0.412
F -4.845 -1.788 -0.782
F -5.092 -1.549 1.432
C -3.534 -3.242 0.734
F -4.384 -4.177 0.101
F -2.267 -3.474 0.218
F -3.501 -3.569 2.077
O 0.691 -1.954 1.088
B 2.112 -2.080 1.348
P 2.777 -1.755 3.123
S 1.273 -1.286 4.317
O 2.956 -2.412 0.226
H 1.863 -4.798 -0.607
H 1.339 -4.253 -2.119
H 0.933 1.124 -0.152
H -0.156 0.605 1.205
H -1.550 1.826 -0.390
H -0.832 1.002 -1.836
H 3.434 -2.950 3.598
H 3.722 -0.682 3.163
C 1.742 -2.306 10.650
C 1.732 -0.981 10.227
C 2.370 -0.623 9.045
C 3.013 -1.602 8.293
C 3.033 -2.929 8.714
C 2.395 -3.278 9.898
N 3.665 -1.234 7.036
O 3.643 -0.058 6.708
O 4.190 -2.125 6.385
H 1.238 -2.583 11.570
H 1.223 -0.227 10.817
H 2.356 0.412 8.725
H 3.536 -3.695 8.135
H 2.402 -4.309 10.234
C 0.988 1.441 -6.194
C 1.046 0.495 -5.175
C 1.980 0.628 -4.154
C 2.847 1.717 -4.160
C 2.800 2.664 -5.179
C 1.865 2.521 -6.199
N 3.814 1.875 -3.071
O 3.839 1.015 -2.204
O 4.536 2.856 -3.090
H 0.255 1.336 -6.987
H 0.362 -0.346 -5.176
H 2.015 -0.116 -3.366
H 3.475 3.511 -5.192
H 1.818 3.254 -6.996
C -4.600 3.360 -6.488
C -4.543 2.441 -5.445
C -3.614 2.604 -4.423
C -2.750 3.696 -4.455
C -2.796 4.615 -5.499
C -3.726 4.443 -6.518
N -1.788 3.885 -3.369
O -1.764 3.047 -2.480
O -1.068 4.867 -3.410
H -5.330 3.233 -7.280
H -5.225 1.599 -5.426
H -3.579 1.882 -3.616
H -2.123 5.464 -5.532
H -3.773 5.155 -7.335
```

***

Record 2
The following is a quantum chemistry calculation of a 2-piece molecular cluster, C2H3F2NO overall at a distorted geometry, from the Open Molecules 2025 dataset.

- LUMO (eV) = -0.34
- frontier orbital gap (eV) = 9.9085
- spin multiplicity = 1
- charge = 0
- ΔE to the lowest compared entry with this formula, charge and spin (kcal/mol) = 162.7

Geometry as XYZ:
```
9
C2H3F2NO, DFT ωB97M-V with the def2-TZVPD basis set
C 0.360 0.411 -0.310
C -0.987 -0.075 0.277
H 3.325 -0.574 0.542
H 0.368 1.923 -1.086
H -0.682 -0.225 1.415
N 1.365 -0.390 0.247
O 2.662 0.141 -0.120
F -1.572 -1.264 -0.283
F -1.772 1.094 0.122
```

***

Record 3
The following is a quantum chemistry calculation of C32H48LiN6O5P as an isolated structure, from the Open Molecules 2025 dataset.

- LUMO (eV) = 0.11
- frontier orbital gap (eV) = 7.6202
- spin multiplicity = 1
- charge = 0
- ΔE to the lowest compared entry with this formula, charge and spin (kcal/mol) = 9.1

Geometry as XYZ:
```
93
C32H48LiN6O5P, DFT ωB97M-V with the def2-TZVPD basis set
Li -0.561 0.302 -0.060
O 2.052 -0.118 6.497
C 0.771 0.399 6.178
C 0.573 0.343 4.689
C -0.691 0.163 4.147
C -0.822 0.124 2.766
N 0.215 0.221 1.941
C 1.438 0.382 2.452
C 1.652 0.469 3.825
C 2.577 0.397 1.491
C 3.885 0.159 1.911
C 4.911 0.169 0.977
C 6.332 -0.117 1.397
O 6.438 -1.228 2.269
C 4.595 0.428 -0.349
C 3.264 0.647 -0.676
N 2.282 0.614 0.210
H 2.125 -0.210 7.450
H 0.683 1.440 6.515
H -0.025 -0.175 6.663
H -1.557 0.061 4.788
H -1.789 0.004 2.286
H 2.643 0.606 4.234
H 4.110 -0.069 2.945
H 6.729 0.732 1.956
H 6.956 -0.247 0.506
H 6.063 -2.000 1.834
H 5.368 0.445 -1.107
H 2.965 0.844 -1.702
C 0.456 3.928 1.737
N 0.004 4.397 0.432
C -0.037 5.822 0.143
C -0.374 3.436 -0.446
C -0.818 3.839 -1.834
O -0.345 2.259 -0.117
H 0.666 4.779 2.379
H 1.357 3.321 1.633
H -0.308 3.301 2.200
H 0.268 6.370 1.029
H -1.044 6.149 -0.120
H 0.645 6.094 -0.665
H -0.771 4.904 -2.038
H -1.839 3.486 -1.975
H -0.188 3.303 -2.544
N -1.311 0.238 -7.242
C -0.104 0.143 -6.626
O 0.940 0.067 -7.244
C -0.129 0.122 -5.123
C -1.180 0.606 -4.354
C -1.084 0.537 -2.971
N -0.024 0.036 -2.343
C 0.982 -0.423 -3.082
C 0.979 -0.399 -4.465
H -1.329 0.184 -8.245
H -2.175 0.136 -6.745
H -2.060 1.046 -4.806
H -1.890 0.870 -2.325
H 1.828 -0.830 -2.536
H 1.812 -0.775 -5.044
O -4.841 0.138 -0.078
C -3.640 0.101 -0.081
N -2.451 0.055 -0.087
C -0.541 -4.953 -1.831
C -0.463 -3.430 -1.698
C -1.793 -2.820 -2.186
P 0.015 -2.616 -0.073
C 1.849 -3.035 0.111
C 2.412 -4.281 -0.567
C 2.248 -3.027 1.590
C -0.822 -3.600 1.282
C -2.338 -3.417 1.131
C -0.472 -5.070 1.510
H -0.645 -5.214 -2.888
H -1.424 -5.333 -1.316
H 0.331 -5.473 -1.445
H 0.329 -3.068 -2.363
H -2.638 -3.423 -1.853
H -1.824 -2.785 -3.279
H -1.940 -1.813 -1.798
H 2.313 -2.159 -0.363
H 1.964 -5.189 -0.162
H 3.491 -4.338 -0.388
H 2.257 -4.266 -1.647
H 2.048 -3.995 2.051
H 1.702 -2.270 2.149
H 3.316 -2.823 1.704
H -0.516 -3.046 2.178
H -2.737 -4.092 0.371
H -2.585 -2.394 0.843
H -2.846 -3.643 2.072
H -0.749 -5.690 0.661
H -1.024 -5.436 2.381
H 0.590 -5.216 1.708
```